Below is a structure of composition C25H21N4PSSe2Sr at a distorted geometry, with properties calculated with ωB97M-V with the def2-TZVPD basis set.

Calculated values
Molecular weight ... 686.05 g mol⁻¹
LUMO ... -0.259 eV
Strongest force on any atom ... 4.9 eV Å⁻¹
Orbital gap ... 6.89 eV
Highest occupied orbital energy ... -7.15 eV
Energy relative to the best compared isomer or geometry (same formula, charge and spin) ... 1.4254 eV

Last column: natural (NBO) charge in e.
Atoms and positions in Å:
Sr1 -0.268 -1.327 0.914  1.7243
N1 -5.344 -1.131 1.003  -0.7994
C1 -4.006 -0.859 1.017  0.3019
S1 -2.978 -2.224 1.119  -0.5487
N2 -3.727 0.416 0.937  -0.4763
N3 -2.374 0.695 0.868  -0.2654
C2 -2.133 1.935 0.633  0.1381
C3 -3.159 2.986 0.378  -0.0026
C4 -3.113 4.173 1.102  -0.2289
C5 -4.033 5.187 0.870  -0.2082
C6 -5.008 5.023 -0.100  -0.2123
C7 -5.064 3.840 -0.826  -0.2176
C8 -4.153 2.826 -0.586  -0.1887
C9 -0.715 2.371 0.597  0.1894
C10 -0.355 3.484 -0.172  -0.2357
C11 0.959 3.901 -0.204  -0.1518
C12 1.894 3.213 0.554  -0.2627
C13 1.456 2.111 1.260  0.0449
N4 0.197 1.669 1.276  -0.4834
H1 -5.651 -2.063 1.206  0.4002
H2 -5.979 -0.356 1.090  0.3945
H3 -2.359 4.303 1.870  0.2134
H4 -3.983 6.101 1.448  0.2110
H5 -5.719 5.816 -0.295  0.2118
H6 -5.827 3.702 -1.581  0.2135
H7 -4.198 1.908 -1.154  0.2314
H8 -1.112 3.999 -0.744  0.2375
H9 1.247 4.754 -0.805  0.2216
H10 2.934 3.505 0.585  0.2235
H11 2.163 1.548 1.859  0.1792
Se1 0.915 -0.040 -1.568  -0.5606
P1 1.229 -2.177 -1.214  0.7920
Se2 -0.613 -3.348 -1.297  -0.5100
C14 2.617 -2.877 -2.161  -0.3016
C15 2.343 -3.330 -3.446  -0.2030
C16 3.355 -3.882 -4.213  -0.2027
C17 4.643 -3.987 -3.702  -0.1922
C18 4.915 -3.526 -2.422  -0.2082
C19 3.904 -2.970 -1.651  -0.2202
C20 1.918 -2.348 0.643  -0.4179
C21 1.813 -3.569 1.298  -0.2412
C22 2.363 -3.683 2.575  -0.1881
C23 2.912 -2.592 3.212  -0.2190
C24 2.898 -1.336 2.608  -0.1354
C25 2.400 -1.188 1.328  -0.3535
H12 1.338 -3.260 -3.845  0.2378
H13 3.135 -4.241 -5.210  0.2195
H14 5.427 -4.435 -4.297  0.2170
H15 5.915 -3.602 -2.016  0.2164
H16 4.136 -2.614 -0.655  0.2172
H17 1.389 -4.414 0.768  0.2601
H18 2.361 -4.646 3.071  0.2289
H19 3.358 -2.708 4.191  0.2265
H20 3.313 -0.476 3.119  0.2157
H21 2.424 -0.258 0.762  0.2681